Record 1
# C8H20O4P

A cluster of 2 separate species, C8H20O4P in total (wB97M-V/def2-TZVPD, OMol25).

XYZ file:
```
33
Properties=species:S:1:pos:R:3:forces:R:3
C 3.784 -1.045 -0.175 -0.010 0.033 0.032
C 2.948 -1.833 -1.177 0.061 -0.081 0.026
C 1.605 -2.262 -0.599 -0.085 0.014 -0.004
O 0.878 -1.133 -0.239 0.107 0.088 -0.025
P -0.527 -1.298 0.780 -0.048 0.017 0.031
O -1.382 -0.163 -0.258 -0.114 0.030 0.136
C -2.586 -0.730 -0.656 0.023 -0.083 -0.189
C -2.287 -2.211 -0.977 -0.049 0.107 -0.065
O -1.169 -2.582 -0.241 -0.051 -0.121 0.127
H 4.661 -0.584 -0.638 -0.018 -0.025 -0.012
H 3.169 -0.260 0.268 0.037 0.008 -0.016
H 4.137 -1.688 0.637 -0.054 -0.002 -0.019
H 2.767 -1.227 -2.071 -0.021 0.004 0.042
H 3.490 -2.731 -1.498 -0.002 0.034 -0.040
H 1.052 -2.867 -1.331 0.051 -0.012 -0.018
H 1.779 -2.913 0.277 0.009 -0.006 -0.010
H -1.706 -1.385 1.625 0.013 -0.018 -0.003
H -0.027 -0.210 1.559 0.024 0.033 -0.044
H 0.139 -2.308 1.556 0.011 0.007 -0.031
H -3.352 -0.659 0.132 0.031 0.011 0.057
H -2.966 -0.204 -1.539 -0.036 -0.009 0.002
H -2.091 -2.334 -2.053 0.029 0.010 -0.003
H -3.157 -2.837 -0.727 0.017 -0.017 -0.014
C -0.120 2.672 0.229 0.076 -0.029 0.087
C -0.728 3.463 1.351 -0.050 0.019 -0.077
O -0.405 3.346 2.510 0.043 0.036 0.011
C -1.798 4.460 0.944 -0.026 -0.033 0.006
H 0.576 1.925 0.603 0.008 0.028 0.017
H -0.895 2.142 -0.327 0.023 -0.029 0.013
H 0.386 3.362 -0.454 0.001 -0.015 -0.026
H -2.617 3.936 0.447 -0.001 -0.006 0.011
H -1.389 5.171 0.222 0.003 0.001 0.003
H -2.169 4.988 1.819 0.000 0.005 -0.003
```
Forces are in eV/Å.

Summary:
charge: -1
HOMO energy: -4.557 eV
orbital gap: 7.88 eV
LUMO: 0.1222 Ha

Record 2
# C8H20OP

A structure of composition C8H20OP in a non-equilibrium geometry (wB97M-V/def2-TZVPD, OMol25).

XYZ file:
```
30
Properties=species:S:1:pos:R:3:forces:R:3
C 2.286 -2.009 0.640 -2.193 0.901 0.486
C 2.171 2.270 0.161 2.048 -1.593 0.224
C -2.135 -1.884 -0.385 -1.717 0.574 2.616
C -2.878 1.584 0.871 -0.022 -1.262 -3.161
C -0.017 0.619 -1.830 0.029 0.756 -0.025
C 1.470 -1.551 -0.591 -1.049 -0.283 0.533
C 1.205 1.269 0.837 1.555 -1.620 -1.702
C -1.854 -0.632 0.416 1.745 0.079 -0.922
O -2.544 0.448 -0.008 -0.085 -1.084 0.141
P 0.369 -0.059 -0.241 -0.982 -1.238 1.612
H 3.308 -1.965 0.737 2.612 0.849 -0.837
H 1.951 -1.565 1.596 -0.322 -0.329 -0.484
H 2.109 -3.035 0.651 -0.362 -1.818 0.714
H 2.509 2.853 1.044 0.557 -0.269 -0.859
H 3.050 1.755 -0.462 -1.645 0.891 1.905
H 1.817 2.967 -0.536 -1.286 0.913 -0.880
H -2.249 -1.836 -1.402 -0.234 0.753 -2.510
H -1.655 -2.806 -0.169 1.195 -0.373 0.700
H -3.129 -2.045 0.075 -0.166 -0.359 -0.726
H -1.927 2.003 1.077 0.409 1.033 0.815
H -3.501 1.257 1.646 -0.444 -0.376 1.555
H -3.505 2.124 0.146 0.486 0.550 0.686
H -0.547 1.539 -1.504 -0.826 -0.740 -0.993
H -0.427 -0.146 -2.530 -0.436 0.974 0.710
H 0.834 1.055 -2.324 0.798 -0.122 -0.112
H 0.837 -2.501 -0.851 0.717 2.278 0.024
H 1.985 -1.197 -1.482 0.473 -0.446 0.029
H 0.511 1.759 1.471 -0.911 0.339 0.409
H 1.880 0.677 1.479 -0.544 0.057 0.029
H -1.926 -0.946 1.468 0.601 0.964 0.024
```
Forces are in eV/Å.

Summary:
relative energy (zero: lowest compared OMol25 entry of this formula, charge and spin): 0.0 kcal per mole
charge: +1
HOMO energy: -12.889 eV
orbital gap: 10.03 eV
LUMO: -0.1050 Ha